{
  "formula": "C5H12N2O",
  "method": "wB97M-V/def2-TZVPD",
  "smiles": "CC(=O)/C(C)=C\\N.N",
  "homo_lumo_gap_ev": 8.75,
  "fmax_ha_per_bohr": 0.056,
  "species": ["C", "C", "C", "C", "C", "N", "N", "O", "H", "H", "H", "H", "H", "H", "H", "H", "H", "H", "H", "H"],
  "xyz": [[0.892, -0.242, 0.945], [-1.981, 1.498, -0.856], [-1.488, -0.922, 0.677], [-0.584, 1.246, -0.322], [-0.377, 0.073, 0.475], [1.936, 0.640, 0.887], [1.989, -1.618, -0.723], [0.319, 2.055, -0.599], [1.714, 1.496, 0.361], [0.969, -1.018, 1.699], [2.779, -0.933, -0.924], [2.757, 0.487, 1.450], [1.184, -1.318, -1.266], [2.204, -2.558, -1.033], [-2.298, 0.683, -1.506], [-2.695, 1.569, -0.038], [-1.989, 2.426, -1.422], [-1.808, -1.366, -0.268], [-1.159, -1.732, 1.327], [-2.365, -0.465, 1.137]],
  "atomic_forces_ev_per_a": [[-0.5, 2.4, 1.5], [0.2, 0.2, 0.0], [0.0, 0.1, 0.0], [0.1, 0.3, -0.2], [0.8, -0.8, -0.2], [-0.9, -0.5, -0.2], [1.1, 0.6, -0.8], [-0.2, -0.1, 0.0], [0.4, -0.3, 0.3], [0.3, -0.3, -0.5], [-1.4, -1.5, 0.2], [-0.2, 0.1, -0.2], [0.2, 0.1, 0.0], [0.4, 0.1, -0.2], [0.0, -0.1, 0.0], [-0.1, 0.0, 0.0], [0.0, 0.0, 0.0], [-0.1, -0.1, 0.0], [0.0, 0.0, 0.0], [-0.1, 0.0, 0.0]],
  "nbo_charge": [0.196, -0.701, -0.609, 0.538, -0.329, -0.813, -1.071, -0.653, 0.444, 0.198, 0.379, 0.391, 0.371, 0.364, 0.221, 0.223, 0.233, 0.198, 0.211, 0.208]
}